1.
{"formula": "C3H4O3", "method": "ωB97M-V/def2-TZVPD", "relative_energy_kj_mol": 351.3, "gap_ev": 9.915, "smiles": "O=C1CC1(O)O", "largest_force_ha_per_bohr": 0.109, "elements": ["O", "O", "O", "C", "C", "C", "H", "H", "H", "H"], "xyz": [[-0.57750, 0.99064, 1.23999], [2.26067, 0.12296, -0.41190], [-1.06929, 0.88602, -1.01155], [-0.26693, 0.45243, -0.02095], [1.12356, -0.13508, -0.17820], [0.17748, -1.24263, 0.00286], [-0.01365, -1.73700, -0.95440], [0.10655, -1.58352, 0.92938], [-1.97907, 0.74085, -1.11004], [0.23818, 1.50531, 1.51482]], "atomic_forces_ev_per_a": [[1.97, 0.36, -0.09], [0.05, 0.18, 0.15], [3.20, 1.47, -1.47], [-0.39, -2.42, 1.05], [-0.65, 0.53, -0.80], [-0.10, 4.10, -3.80], [-0.17, -0.30, 0.68], [-0.50, -2.18, 3.67], [-1.84, -1.02, 0.89], [-1.57, -0.72, -0.28]], "lowdin_charge": [0.038, 0.149, 0.096, -0.434, -0.347, 0.095, 0.121, 0.049, 0.092, 0.141]}

=====

2.
{"formula": "C20H40BeN14O14", "method": "ωB97M-V/def2-TZVPD", "gap_ev": 4.353, "largest_force_ha_per_bohr": 0.201, "elements": ["O", "O", "O", "O", "O", "O", "O", "O", "O", "O", "O", "O", "O", "O", "N", "N", "N", "N", "N", "N", "N", "N", "N", "N", "N", "N", "N", "N", "C", "C", "C", "C", "C", "C", "C", "C", "C", "C", "C", "C", "C", "C", "C", "C", "C", "C", "C", "C", "Be", "H", "H", "H", "H", "H", "H", "H", "H", "H", "H", "H", "H", "H", "H", "H", "H", "H", "H", "H", "H", "H", "H", "H", "H", "H", "H", "H", "H", "H", "H", "H", "H", "H", "H", "H", "H", "H", "H", "H", "H"], "xyz": [[-4.10553, -4.46975, -0.23262], [0.14251, 3.46830, -3.50429], [1.07309, -1.63896, 0.66994], [-1.29371, -2.73582, 3.78635], [-5.03338, 2.63898, -4.28640], [-0.28692, -2.57885, -4.78209], [3.08329, -3.34051, 2.69460], [-3.06454, 0.03212, 0.16835], [-0.48274, -0.60652, 1.66605], [2.92149, -0.45466, 3.12894], [4.03162, 0.15447, -2.93865], [-0.63363, 1.91423, 2.22942], [3.29718, 5.34074, 0.69686], [-0.51237, -0.64943, -0.43788], [4.73889, 0.84874, 3.37179], [3.05031, -1.19898, -1.56168], [2.73467, -3.83874, 0.47704], [-3.00679, -1.43674, 3.19135], [-0.63415, -1.01143, -3.40076], [-2.70527, -2.87977, 0.43170], [4.33806, -4.80253, 1.68469], [-0.60031, 2.44854, -1.66420], [0.19758, -2.65881, -2.63858], [-3.02792, -2.60223, 5.06136], [0.28900, 4.40777, -1.49138], [2.21756, 0.70341, -1.78530], [4.13548, 0.09731, 1.44550], [-2.71773, -3.29979, -1.63609], [-2.41660, -2.28138, 4.03451], [-0.08683, 3.48724, -2.25993], [-3.47592, 0.64478, -0.99869], [3.16591, -0.10748, -2.15254], [1.18126, 5.00867, 1.71584], [2.43706, 3.13907, 0.84062], [-3.30760, -3.59816, -0.46017], [-0.27158, -2.17180, -3.68943], [3.89813, 0.14935, 2.69687], [-3.67928, -0.09577, -2.18485], [0.11225, 4.15296, 2.01977], [0.27306, 2.75936, 1.82001], [1.40625, 2.26008, 1.18973], [2.34821, 4.52033, 1.10363], [-4.35967, 2.56432, -2.03543], [3.38135, -3.94581, 1.62906], [-4.60353, 1.89614, -3.22881], [-4.22823, 0.56302, -3.28382], [-3.72738, 1.95588, -0.92727], [0.05983, -0.95688, 0.61982], [0.99637, -2.03469, 3.18150], [0.11645, -2.11627, -1.79054], [1.21095, 6.06798, 1.92411], [3.87021, -1.77350, -1.69502], [3.03258, 6.25549, 0.81861], [1.68380, 1.21637, 1.19566], [-2.14519, -0.23435, 0.09486], [-2.04659, -2.13970, 0.23538], [-3.77576, 2.44619, 0.03380], [5.05901, 0.39178, 1.16180], [-2.57211, -3.36973, 5.53387], [3.53001, -0.50495, 0.90625], [0.77984, 5.23426, -1.80138], [5.27368, 1.53198, 2.85481], [-4.78576, 3.55659, -2.02012], [2.28623, -2.94561, 0.33106], [4.74450, -4.86356, 2.60728], [-4.46274, 0.00798, -4.18011], [0.05445, 4.24989, -0.52176], [4.53790, -5.41023, 0.90312], [4.60983, 0.89193, 4.37258], [-0.60249, 0.97187, 2.04890], [-2.40739, -1.02103, 2.49277], [-4.93882, 2.09597, -5.07241], [-3.41041, -1.14110, -2.22212], [-0.85731, 1.66469, -2.24698], [3.35496, 2.71408, 0.46215], [-0.66859, -0.70321, -2.43955], [-2.85322, -3.97653, -2.37349], [-3.93728, -2.21870, 5.27598], [-3.76759, -0.81951, 3.43691], [2.34216, -1.36618, -0.86119], [1.35281, 0.45852, -1.32449], [-0.82720, 4.53828, 2.38769], [2.30292, 1.62809, -2.18253], [-0.92382, 2.53873, -0.71167], [0.70493, -3.52690, -2.73403], [-3.25658, -2.75136, 1.26815], [-0.85784, -0.29439, -4.07597], [-1.99346, -2.60893, -1.77119], [2.99413, -4.43522, -0.29562]], "atomic_forces_ev_per_a": [[-1.42, -0.79, -0.15], [-0.40, 0.22, 1.46], [4.44, -2.89, 1.03], [3.56, -0.95, -0.41], [-0.38, -0.35, -0.06], [0.10, -3.40, -5.58], [-1.50, 1.14, 0.32], [-0.85, 0.05, 0.37], [-1.32, 0.52, 6.14], [-2.40, -1.18, 2.28], [2.29, 0.79, -1.60], [-2.89, 0.96, 1.77], [1.97, 1.04, -0.60], [-0.63, 0.43, -2.89], [2.18, 2.02, 2.94], [1.03, -7.77, 3.27], [-0.34, 0.42, -0.65], [-0.30, 1.48, -1.24], [-3.93, 9.48, 1.22], [0.65, 2.17, 5.12], [2.58, -2.06, 0.51], [-1.55, -2.75, 1.43], [3.43, -5.93, 5.95], [-2.93, -2.25, 5.63], [1.26, 4.63, 4.06], [-2.38, 4.42, 0.25], [1.22, -0.16, -4.43], [-0.62, -1.19, -3.06], [2.21, 2.98, -4.98], [0.88, -2.30, -7.28], [0.92, -2.51, -0.18], [-0.19, 3.51, -2.02], [0.49, -0.87, -0.43], [-0.09, 0.41, 0.50], [1.47, -0.58, -1.98], [0.17, 0.77, -2.17], [-2.64, -1.77, 0.42], [-0.07, 1.14, 0.36], [0.70, -0.46, -0.32], [0.99, 0.46, -0.84], [1.71, 1.43, 0.49], [-2.55, -1.93, 0.47], [-0.24, 0.20, 0.09], [-2.31, 1.14, 0.73], [1.46, 0.28, 1.27], [-0.18, -0.71, -0.16], [-2.62, 2.19, -1.14], [-1.29, 0.30, -1.64], [0.02, 1.15, -3.63], [0.65, -0.60, 0.30], [-0.63, 0.22, 0.11], [-0.49, -0.58, 0.25], [0.00, 0.07, 0.06], [-0.61, -0.24, -0.28], [0.88, 0.05, -0.42], [-0.39, -0.28, -0.29], [0.53, 0.15, 0.05], [-0.43, -0.34, -0.83], [-0.68, 0.15, 0.65], [0.34, 0.23, -0.43], [-0.29, -0.38, 0.03], [0.06, 0.04, 0.70], [0.40, 0.36, 0.37], [-0.80, -0.16, -0.26], [0.29, -0.65, -0.38], [0.21, -0.23, -0.23], [0.55, 0.82, 0.16], [0.40, 0.09, 0.50], [0.20, 0.40, -0.28], [0.77, -0.83, -0.80], [0.26, -0.04, -0.22], [-0.12, 0.03, -0.25], [-0.25, 0.04, -0.04], [-0.28, 0.28, 0.37], [0.08, 0.14, -0.32], [0.10, 0.25, -0.21], [0.11, 0.31, -0.10], [0.19, -0.56, 0.23], [-0.06, -0.40, 0.20], [0.11, -0.17, -0.05], [0.13, -0.06, -0.11], [0.03, -0.06, 0.29], [-0.56, -0.04, -0.02], [-0.14, -0.61, -0.24], [-0.22, 0.11, 0.60], [0.38, 0.07, 0.12], [-0.12, -0.56, -0.17], [-0.23, -0.40, 0.29], [-0.07, 0.43, 0.04]], "lowdin_charge": [0.050, -0.031, -0.044, -0.017, 0.054, 0.095, -0.030, -0.009, -0.041, -0.013, 0.059, 0.064, 0.065, -0.046, 0.206, 0.174, 0.202, 0.204, 0.187, 0.182, 0.192, 0.195, 0.178, 0.219, 0.205, 0.206, 0.214, 0.160, -0.756, -0.773, -0.344, -0.857, -0.035, -0.011, -0.750, -0.929, -0.785, 0.009, -0.007, -0.374, -0.021, -0.381, -0.001, -0.693, -0.337, -0.016, -0.037, -1.009, 1.151, 0.072, 0.109, 0.129, 0.108, 0.091, 0.012, 0.066, 0.121, 0.136, 0.147, 0.103, 0.139, 0.129, 0.113, 0.046, 0.136, 0.114, 0.082, 0.131, 0.133, 0.033, 0.074, 0.102, 0.085, 0.104, 0.102, 0.059, 0.118, 0.146, 0.131, 0.053, 0.071, 0.113, 0.120, 0.100, 0.133, 0.094, 0.138, 0.057, 0.125]}

=====

3.
{"formula": "C14H31ClNO3S", "method": "ωB97M-V/def2-TZVPD", "relative_energy_kj_mol": 505.3, "gap_ev": 8.094, "largest_force_ha_per_bohr": 0.065, "total_charge": 1, "elements": ["Cl", "S", "O", "O", "O", "N", "C", "C", "C", "C", "C", "C", "C", "C", "C", "C", "C", "C", "C", "C", "H", "H", "H", "H", "H", "H", "H", "H", "H", "H", "H", "H", "H", "H", "H", "H", "H", "H", "H", "H", "H", "H", "H", "H", "H", "H", "H", "H", "H", "H", "H"], "xyz": [[-0.01934, 1.43902, 4.84381], [2.60985, -0.54154, 1.69124], [-3.70170, 1.90550, -3.26447], [-1.12823, -0.49488, -0.78924], [2.99676, -3.28873, 1.40263], [-5.42341, 0.48789, -2.64247], [2.81072, 1.06107, 0.74426], [-6.82791, 0.14908, -2.74636], [-4.56659, -0.33224, -1.81146], [1.77454, 1.65200, 4.29314], [-4.87731, 1.56448, -3.30853], [3.53014, -0.23334, 3.33440], [3.11046, 0.89315, -0.85848], [-1.38006, 0.84589, -0.23742], [1.52673, -3.27453, 1.44651], [1.07921, -0.39871, -2.18087], [3.52887, -1.97499, 0.91201], [1.74100, 1.05897, -1.80430], [2.48448, 0.18908, 4.52583], [-0.56511, -0.41903, -2.15808], [4.19191, -1.17201, 3.63739], [3.79137, 1.82415, -1.16672], [1.41346, -0.70898, -3.27158], [1.15189, -4.40209, 1.33028], [0.98006, 1.84057, -1.36101], [3.73081, -0.05974, -1.15132], [-5.13696, -1.14320, -1.35020], [4.65198, -1.94422, 1.31556], [3.46993, -2.03204, -0.25804], [-6.91903, -0.86272, -3.15188], [-7.27577, 0.18601, -1.74911], [-1.28303, 1.71913, -1.02577], [1.60285, -0.61457, 4.51307], [1.00731, -2.67669, 0.58537], [2.27469, 2.53401, 4.89075], [3.01546, 0.22054, 5.57797], [-2.43561, 0.97060, 0.27997], [3.67468, 1.69325, 1.21839], [1.71123, 1.99426, 3.16962], [-5.61496, 2.11917, -3.91081], [-0.89161, -1.41681, -2.71882], [-1.03980, 0.46466, -2.80408], [4.30810, 0.64871, 3.13585], [-3.76571, -0.74939, -2.42938], [1.80599, 1.68620, 0.89693], [-0.54057, 1.05300, 0.57328], [-7.35492, 0.84724, -3.40238], [-4.12071, 0.29442, -1.03327], [1.57655, -1.19560, -1.44784], [1.17446, -2.95144, 2.53318], [2.14288, 1.54545, -2.81756]], "atomic_forces_ev_per_a": [[1.82, 0.50, -0.48], [0.25, 0.46, 0.84], [-0.58, -0.47, 0.21], [0.18, 2.16, -1.52], [-0.76, 3.22, -0.65], [0.41, 1.20, -0.78], [0.49, 1.66, -1.07], [0.13, -0.08, 0.09], [0.24, 0.18, -0.10], [0.10, 0.04, -0.42], [0.04, -0.66, 0.50], [1.60, 0.96, 1.20], [-0.28, 1.40, -0.91], [0.57, 1.25, 0.75], [-1.54, -1.73, 0.60], [0.06, 0.29, -0.02], [1.86, -2.61, -0.08], [1.05, -0.07, -0.93], [-0.75, -0.12, -0.45], [0.19, -1.10, -0.97], [-1.77, 1.74, -0.87], [-1.37, -2.06, 0.95], [-0.66, 0.68, 2.23], [1.10, 2.47, 0.20], [1.58, -1.75, -0.65], [-1.36, 1.83, 0.72], [0.04, 0.21, -0.15], [-2.48, 0.03, -1.17], [-0.03, 0.80, 2.31], [-0.21, 0.08, 0.04], [-0.16, -0.06, -0.15], [-0.34, -1.96, 1.33], [2.07, 1.75, 0.28], [1.13, -0.84, 1.66], [-1.14, -1.99, -1.04], [-0.95, -0.36, -2.30], [2.20, -0.69, -1.11], [-1.56, -1.50, -0.68], [0.15, -0.87, 2.24], [-0.04, -0.10, 0.06], [0.63, 2.04, 1.39], [1.12, -1.69, 1.62], [-1.73, -1.90, 0.26], [0.01, -0.05, 0.24], [2.08, -1.71, -0.26], [-1.74, -0.34, -1.36], [0.17, -0.08, 0.11], [0.03, -0.24, -0.04], [-1.49, 1.45, -1.46], [0.61, -0.35, -2.43], [-0.97, -1.02, 2.23]], "lowdin_charge": [0.463, 1.067, -0.010, -0.253, -0.255, -0.205, -0.340, -0.061, -0.043, -0.516, -0.320, -0.318, -0.212, -0.124, -0.137, -0.161, -0.321, -0.184, -0.280, -0.209, 0.132, 0.134, 0.129, 0.130, 0.108, 0.110, 0.094, 0.147, 0.126, 0.091, 0.091, 0.105, 0.106, 0.096, 0.106, 0.141, 0.103, 0.109, 0.059, 0.132, 0.137, 0.145, 0.120, 0.089, 0.105, 0.080, 0.087, 0.071, 0.094, 0.109, 0.128]}

=====

4.
{"formula": "C7H13N2", "method": "ωB97M-V/def2-TZVPD", "relative_energy_kj_mol": 217.3, "gap_ev": 10.471, "largest_force_ha_per_bohr": 0.081, "total_charge": 1, "elements": ["N", "N", "C", "C", "C", "C", "C", "C", "C", "H", "H", "H", "H", "H", "H", "H", "H", "H", "H", "H", "H", "H"], "xyz": [[0.57490, -0.61679, -0.74772], [-1.49495, -0.67421, 0.67185], [1.05038, 0.71709, -0.38993], [2.02677, 0.66005, 0.50838], [1.76274, -1.49720, -0.48066], [2.45022, -0.78779, 0.69842], [-3.93465, -0.24622, -0.03063], [-2.58910, -0.48152, 0.39530], [0.31750, 1.86846, -0.86787], [-0.06753, 1.67560, -1.78776], [1.07756, 2.77774, -0.93690], [1.58916, -2.55257, -0.09967], [-0.17200, -0.67354, 0.04876], [-4.02885, 0.45536, -0.80630], [3.48174, -0.96015, 0.83849], [0.23784, -0.49839, -1.70109], [-0.51316, 2.08316, -0.16533], [1.93673, -1.01357, 1.68050], [2.39541, -1.57727, -1.41294], [-4.25887, -1.17711, -0.45544], [-4.48097, 0.01171, 0.81242], [2.46660, 1.67296, 0.92306]], "atomic_forces_ev_per_a": [[1.14, 0.46, 0.62], [-0.84, 0.06, 0.75], [1.73, 0.39, 1.51], [1.18, 1.91, -0.75], [1.19, -1.63, 0.21], [-2.07, 1.45, 1.42], [0.69, -1.42, -0.40], [0.85, 0.28, -0.25], [1.59, 2.95, 2.44], [-1.24, -0.18, -2.93], [-1.93, -1.78, 0.18], [-0.74, 1.25, -1.01], [-0.14, -1.00, -1.36], [0.19, 1.26, -0.82], [1.12, -0.24, -0.18], [-0.29, -1.11, 0.05], [0.38, 0.28, -0.48], [0.59, -0.60, -0.90], [-0.66, 0.37, 1.07], [-0.57, -0.60, 0.01], [-1.42, 0.50, 1.41], [-0.76, -2.60, -0.62]], "lowdin_charge": [0.061, 0.200, -0.367, -0.010, -0.097, -0.140, -0.001, -0.140, -0.028, 0.041, 0.155, 0.148, 0.052, 0.089, 0.104, 0.177, 0.102, 0.140, 0.151, 0.105, 0.082, 0.175]}